Here is a 7-piece molecular cluster, C39H78BrClNO18 overall from the Open Molecules 2025 dataset. Energies are from ωB97M-V/def2-TZVPD.

The geometry in XYZ format:
```
138
Properties=species:S:1:pos:R:3:forces:R:3
C 0.80305 -0.62591 -0.62155 0.399 0.299 -0.580
C -9.66406 -1.69687 3.59618 0.008 -0.005 0.029
H 11.76070 3.32797 0.19452 -0.047 0.005 -0.022
H 3.21654 0.27172 3.12972 -0.037 -0.030 0.004
C 4.16669 1.80100 1.96965 -0.377 -0.180 -0.217
O -9.60708 -2.92901 4.10471 0.003 0.011 -0.001
H -7.93931 -3.60789 3.06558 -0.012 0.033 -0.037
H -1.34573 -6.16816 1.30930 -0.016 -0.016 0.056
H -3.13005 -10.62644 3.10459 0.029 0.041 0.021
H -2.33042 4.91563 0.43818 -0.006 -0.025 -0.008
O -8.11189 2.63244 3.44278 0.130 0.131 0.073
C 0.16871 1.92123 -2.36466 -0.397 -0.012 0.036
H 0.75638 -1.59172 -0.11950 -0.116 -0.022 -0.012
H 1.08275 4.27682 2.97520 -0.017 -0.042 0.005
H -1.22029 3.97312 3.04709 0.141 -0.269 -0.003
C 2.97429 0.86428 2.24590 0.422 -0.270 0.141
C -1.48416 4.88816 1.13262 -0.160 -0.262 -0.251
H 1.00953 1.44234 -4.28129 0.011 -0.133 -0.068
H -1.51870 5.83958 1.66979 0.033 -0.001 0.019
C 1.32323 -3.29487 -6.95393 -0.057 0.010 -0.073
C -0.79784 -0.94110 -2.55552 -0.277 -0.395 0.229
O 5.83302 1.21960 -2.82951 0.056 0.027 -0.026
O 3.50717 -3.31917 -5.46199 -0.249 -0.685 -0.120
H 1.51389 -0.75541 -1.44617 0.019 -0.170 0.049
O 1.87225 -4.51326 -6.46019 -0.046 0.018 -0.012
H 9.53971 1.59637 -4.10603 -0.023 0.021 0.059
H 0.99544 2.40603 -1.85004 0.099 -0.072 -0.045
O -8.82462 2.97319 5.45503 -0.002 0.001 -0.025
C -0.20575 4.80087 0.29476 0.140 0.263 0.359
H -7.46580 2.30860 1.55697 -0.082 -0.019 0.044
H -8.26148 4.41686 6.84420 0.048 -0.013 -0.017
C -3.17855 3.41218 2.38370 0.250 -0.334 -0.223
H -10.92398 0.96604 4.86750 0.013 -0.077 0.055
C -1.68301 -0.70927 -0.17089 0.534 -0.366 -0.085
C -2.35802 -8.55547 1.68886 -0.006 -0.003 0.001
H 2.02601 -2.78823 -7.61299 0.028 0.018 0.045
O -2.53829 -9.80826 1.28464 0.001 0.003 -0.011
H -9.54034 3.27298 7.32016 -0.019 -0.017 -0.046
H 1.26549 3.14964 1.65369 0.085 -0.043 0.061
H 4.80155 -6.62684 -4.37090 -0.046 -0.014 -0.030
H -1.39234 -10.75849 2.73933 -0.012 0.044 0.029
O -10.27506 -0.91212 4.47415 -0.033 -0.004 -0.010
C -7.75624 3.03776 4.66688 0.018 0.057 -0.004
O 12.31989 2.72559 -1.71681 0.004 -0.002 -0.001
H 9.56383 0.31957 -2.86363 -0.026 0.057 0.020
H -9.46006 0.90996 3.86878 -0.029 -0.090 -0.052
H -3.79276 3.67951 1.52152 -0.096 0.095 0.076
C 3.63960 -0.69388 -4.72156 -0.009 0.440 -0.149
O 10.06310 2.66243 -1.73526 -0.053 -0.013 0.000
H -1.84957 -1.09498 -2.78119 -0.006 0.170 -0.088
H 1.67239 0.48506 -2.99912 -0.198 -0.356 0.054
H 1.85996 5.42206 0.29104 0.047 -0.124 -0.007
H -1.81511 1.35080 -1.81374 -0.035 0.068 0.087
C -10.42457 0.45191 4.05276 -0.138 0.064 0.012
H 0.27453 -0.80833 -4.32270 -0.081 0.057 -0.145
C 3.79248 3.11811 1.29160 0.382 0.324 0.079
H -3.31469 2.33961 2.53646 -0.062 0.015 0.174
H 6.83027 2.45726 -1.57773 0.024 -0.052 -0.052
O -9.22829 -1.36200 2.52256 0.024 0.003 0.007
C 4.65871 0.78983 -3.24187 0.042 0.035 0.166
H 3.06674 -1.19743 -3.94041 0.039 -0.016 0.014
H -6.24516 1.97438 2.80510 0.032 0.054 0.060
H -2.42499 0.08251 -0.05127 -0.129 -0.057 -0.164
H -3.54519 3.91960 3.27319 -0.111 0.104 -0.087
H 2.08654 1.44342 2.50208 0.040 0.020 0.141
O 11.33971 1.37862 -3.08657 -0.001 0.004 0.006
H -6.64887 3.65829 2.37792 0.043 -0.004 0.076
H 10.46072 0.10155 -4.38300 0.086 0.021 0.019
C 1.08567 5.18852 1.02738 -0.321 -0.078 0.063
Cl -1.49201 0.50468 -4.74153 0.024 -0.014 -0.018
C 10.14361 0.82240 -3.63573 -0.076 -0.097 -0.095
H 3.12469 2.93449 0.44208 0.093 -0.084 -0.080
H 0.65640 0.72287 1.05053 -0.015 -0.027 -0.007
H 3.04069 0.09032 -5.19497 0.000 0.013 0.103
H 3.93564 -1.42238 -5.45991 0.149 0.222 0.121
N -0.22504 -0.14483 -3.73158 0.115 -0.204 0.333
C -8.58856 3.38001 6.80971 -0.058 0.010 0.102
H -3.84358 -1.24192 1.04433 -0.078 -0.034 0.051
H 5.29984 1.83228 -0.91194 -0.056 0.009 -0.042
H 13.28901 3.96822 -0.45605 0.015 -0.034 -0.036
H -0.31616 5.47145 -0.56022 -0.011 -0.138 -0.128
C -0.59449 -0.26831 -1.20149 0.087 0.376 0.594
H -0.36561 2.70779 -2.89901 0.063 0.039 -0.009
H -2.50972 -5.81805 0.01321 -0.067 -0.292 -0.031
H 0.42976 -3.56761 -7.50617 0.008 -0.058 0.010
H 4.87476 1.27574 1.32090 0.043 -0.101 0.115
Br -1.22690 -3.56110 -0.37119 0.174 0.262 -0.337
H -7.84204 2.73999 7.27496 0.039 0.024 -0.026
H 11.73535 4.60625 -1.04590 -0.046 -0.023 0.005
C -7.04095 2.64996 2.49651 0.001 -0.054 -0.234
H -1.17062 -0.78962 0.79196 -0.094 0.117 0.067
O 3.39903 -5.57060 -5.37096 0.030 -0.069 0.039
C -3.47039 -2.21999 0.73673 0.172 0.191 -0.252
O 3.58357 1.16829 -2.82107 -0.011 -0.028 0.010
H 3.49771 -0.10134 0.41529 -0.051 -0.426 -0.087
O -2.09437 -8.20011 2.80789 0.001 0.000 -0.009
C 1.40959 0.41007 0.31678 -0.247 -0.278 0.274
C 12.25841 3.72116 -0.68961 0.071 0.059 0.058
H -4.31676 -2.79367 0.36598 0.050 -0.178 0.123
C -2.39535 -10.78996 2.31911 -0.008 -0.113 0.009
H -0.84010 1.75864 -0.43276 0.147 -0.031 0.004
H -2.97424 -2.05399 -1.31765 0.278 -0.029 -0.166
O -6.65518 3.39771 4.99141 0.003 -0.019 -0.006
H 4.69428 1.98280 2.90742 0.022 0.233 -0.037
C 0.74862 0.93134 -3.35518 0.289 0.832 -0.291
H 3.47108 5.14663 1.93503 0.081 0.065 0.279
O 4.83509 -0.12903 -4.17866 -0.019 -0.031 -0.046
H -9.00403 -4.82944 3.80303 -0.023 0.025 0.035
H 0.88496 6.11600 1.57219 0.179 0.086 -0.069
H 3.35773 3.95354 3.25358 0.192 0.088 -0.008
O -2.51884 -7.74743 0.63688 -0.012 0.003 -0.014
H 4.70013 3.55520 0.86504 0.028 -0.024 0.038
C 2.98228 -4.37609 -5.73700 0.071 0.045 -0.013
C 1.58576 4.12952 2.01744 -0.052 0.297 0.161
H -0.11055 3.76590 -0.05871 0.038 0.140 -0.239
H -3.08312 -6.03792 1.67691 0.063 -0.016 0.069
C 4.60068 -5.58241 -4.58298 0.070 -0.076 0.038
H 2.45945 -1.09800 1.48126 -0.013 -0.087 -0.166
H 5.42576 -5.14974 -5.14379 -0.018 0.050 0.003
H -2.56876 -11.74908 1.84182 -0.008 0.026 -0.045
C -1.69957 3.71509 2.10046 -0.114 0.468 0.322
C 2.63357 -0.09792 1.08440 -0.117 0.905 0.137
C -2.42897 -2.01962 -0.37651 -0.692 0.258 0.514
C -8.97281 -3.89016 3.25944 0.006 -0.103 0.011
H 4.45137 -5.03500 -3.65496 -0.001 0.046 -0.022
H -0.33447 -1.92802 -2.57880 0.189 0.089 -0.103
H -1.19645 2.81950 1.72506 -0.002 0.005 -0.093
C -2.35085 -6.36145 0.93710 -0.116 -0.047 0.024
H 1.69713 1.30650 -0.23353 -0.041 0.036 -0.003
C 11.13742 2.29241 -2.13930 0.018 0.001 -0.006
C -0.80709 1.25016 -1.39512 -0.214 -0.222 -0.297
H -9.51031 -3.98811 2.31810 0.025 0.042 -0.020
C 5.79369 2.22224 -1.79994 0.156 0.081 0.097
H 1.05654 -2.63386 -6.12617 0.044 0.014 0.000
H -11.03901 0.50714 3.15546 0.045 -0.044 -0.034
H -3.03064 -2.71260 1.60029 -0.058 0.019 0.065
H 5.27919 3.11251 -2.15534 -0.063 -0.034 -0.003
C 3.11646 4.15267 2.20940 -0.595 -0.402 -0.433
```
Forces are in eV/Å.

As for the total charge: +1. For the HOMO-LUMO gap, the calculation gives 8.2 eV. The calculated total energy is -5975.8677 Ha.


Here is a 11-piece molecular cluster, C39H79NO36S overall at a distorted geometry from the Open Molecules 2025 dataset. Energies are from ωB97M-V/def2-TZVPD.

The geometry in XYZ format:
```
156
Properties=species:S:1:pos:R:3:forces:R:3
H 9.85704 -9.47893 -3.19433 -0.127 -0.060 -0.046
C 4.49479 0.34981 -2.74855 -0.717 0.535 -0.269
H -8.85101 0.85934 -4.28461 0.089 -0.044 -0.115
C 1.64167 0.35861 -4.25707 -0.157 1.551 -0.544
O -0.45670 1.25320 -5.20349 0.815 -0.400 2.142
H 5.59936 0.39041 -2.75263 -0.443 -0.427 0.082
O 9.54399 1.29602 1.40046 0.081 0.055 -0.048
N 3.95789 -0.82890 -2.07094 0.813 -0.228 -0.259
H 10.61189 -8.76771 -4.62847 -0.118 0.190 0.000
H -4.85568 -2.00132 5.46894 -0.001 0.203 -0.084
H -5.10376 5.57082 1.71573 -0.007 -0.052 -0.070
O 9.83556 2.21356 -0.53293 0.104 -0.119 0.005
C 0.81519 0.68814 -5.55495 1.905 0.794 -0.905
H -6.58128 1.64337 8.96122 0.109 0.000 -0.145
H 0.67793 -11.52631 -2.74687 0.082 0.119 -0.047
H -5.76668 5.26840 0.07863 0.063 -0.079 0.103
O 3.15489 -10.63285 -3.01975 -0.039 0.122 -0.278
H -4.45896 2.84507 6.29769 -0.170 0.065 0.078
H 8.60547 3.89979 2.18827 -0.124 -0.096 -0.060
C -4.77376 3.69327 5.69345 -0.097 -0.279 -0.263
O 5.61053 6.23600 1.69649 0.006 0.041 -0.017
O -3.87589 6.12347 0.14159 -0.011 0.063 -0.028
C 3.10099 -11.01428 -1.88279 0.137 -0.124 0.383
H -4.99682 7.08199 9.14699 0.015 -0.146 0.038
C -7.20816 3.48210 2.64388 0.389 -0.297 -0.050
O -7.30900 -0.02304 7.94978 0.025 -0.058 0.075
C -7.35717 0.51031 6.72924 -0.322 -0.307 0.034
C -1.15022 4.09313 -0.56180 0.290 -0.156 0.198
H 3.95399 -0.30036 -4.84040 -0.100 0.255 0.351
H -5.44863 -2.86889 4.04443 0.118 -0.037 -0.078
O -3.73988 6.36287 7.65657 0.053 0.093 0.025
H -7.63549 2.73679 1.97310 -0.056 -0.016 0.124
C -8.34118 -0.03704 -3.93220 -0.326 -0.127 -0.022
C -4.63966 -2.25014 4.43216 -0.050 -0.207 0.273
H -11.88246 4.47052 3.39367 0.083 -0.085 0.090
O 8.29127 0.57597 -0.33187 -0.222 -0.147 -0.191
H 8.45527 2.60401 -2.03786 -0.005 -0.142 0.016
C 9.13683 1.28768 0.13288 0.346 0.127 0.132
C -6.34744 0.58985 8.80898 0.175 0.106 0.331
C 7.60787 -8.20101 -3.62827 0.072 0.431 -0.165
O -10.00597 5.36433 3.44426 -0.021 0.021 -0.010
O 5.71075 -3.68621 -3.60206 -0.677 0.053 -0.016
H 6.17245 -11.47760 -1.03690 -0.206 -0.038 0.134
H -4.74968 -0.49107 -0.08679 0.102 -0.109 0.049
H -1.60050 3.34707 -1.20315 -0.115 0.019 0.182
C 9.66847 -9.09185 -4.19536 0.306 -0.211 -0.071
C 5.40845 -11.19255 -1.75705 0.298 0.000 0.000
H -5.34187 0.47723 8.40391 -0.055 0.127 -0.064
O -9.59934 3.15461 3.67419 -0.243 -0.200 0.065
H 7.80501 0.55899 2.27162 0.029 -0.059 -0.125
H 9.28671 0.44766 3.23332 0.121 0.161 -0.118
H -3.69320 -2.78880 4.39079 -0.077 -0.044 -0.122
H -7.50238 0.22543 4.13295 0.033 0.093 0.089
H -0.65488 -1.54021 -5.34807 -0.287 -0.103 -0.604
O -4.23853 0.03702 1.86077 -0.016 0.023 0.070
C 4.29016 6.08621 2.21673 -0.357 0.097 0.109
O -4.13043 -2.21797 1.84154 0.038 -0.268 -0.075
C 0.78919 -10.88000 -1.87658 -0.345 0.035 -0.054
H -8.74642 1.38888 4.69197 0.147 -0.116 -0.009
O 7.53489 5.38979 1.21283 0.023 0.046 -0.034
H -4.47521 3.51570 4.66190 0.143 0.198 0.051
H -3.78630 1.15074 -5.08343 -0.122 0.056 -0.038
C -4.40121 5.23580 7.38262 0.187 0.051 -0.373
H 9.35854 4.59936 0.75171 -0.132 0.188 -0.026
H -3.24716 1.93571 -3.60271 -0.273 -0.013 0.198
O -6.43131 1.14380 -5.31783 -0.095 0.034 -0.269
H 4.32033 5.78674 3.26395 0.011 -0.127 -0.082
C -3.18609 4.98493 0.07794 0.269 0.331 -0.207
H 4.99980 -7.89360 -3.69816 0.107 -0.111 0.107
C 8.87347 0.34814 2.23240 -0.162 -0.217 0.354
H -6.97220 3.03635 3.61070 -0.138 -0.072 -0.049
O -1.73633 0.40520 -3.26966 3.195 0.781 -0.183
H -9.20529 -0.24859 4.20980 -0.007 -0.106 0.236
C 4.16843 -2.07715 -2.79822 -0.386 -0.290 -0.721
C 8.41661 4.26774 1.18050 0.296 -0.062 0.054
H 5.47801 -11.85444 -2.61999 -0.072 0.137 -0.052
O 5.96798 4.04951 2.13083 -0.086 -0.267 0.096
H 2.98454 -0.70528 -1.82722 0.042 0.023 0.032
H -3.94991 1.07246 0.12785 -0.039 0.035 0.249
H 8.00941 3.47838 0.55336 -0.171 0.047 0.141
O 0.85893 0.68502 -3.08484 -2.099 0.045 -1.471
H -4.43971 2.75423 -4.61607 -0.119 -0.135 -0.118
H 6.32191 -1.38294 -1.34357 0.091 -0.229 -0.457
H 4.16766 1.22491 -2.15128 0.230 -0.327 -0.389
O -4.12593 4.89330 6.12644 0.055 0.097 -0.005
C -5.17561 5.94576 0.69552 -0.443 0.185 0.136
O -4.55332 -1.02306 3.71136 -0.039 0.032 0.097
C 6.71160 -1.94259 -2.21105 0.183 0.344 -0.232
H -1.35169 -0.61138 -6.74208 0.136 -0.405 0.351
H 5.57786 -10.16311 -2.05288 -0.086 -0.089 -0.127
H 4.69850 1.29354 -4.68055 -0.533 -0.237 0.162
H -3.36273 7.75969 9.08586 0.045 -0.056 -0.207
H 0.77781 -9.83198 -2.17506 0.068 -0.073 -0.111
H -0.54619 -2.16948 -7.06537 0.048 0.251 0.426
O -3.58458 3.91159 0.43858 -0.098 -0.404 0.131
H 7.19985 -2.85661 -1.82761 -0.371 0.297 -0.199
C 5.62648 -2.29344 -3.27024 0.362 -0.327 0.585
O -6.68033 1.41995 6.33436 0.191 0.207 -0.112
H 3.80236 7.05544 2.14420 0.203 0.043 -0.087
C -4.09611 1.78473 -4.25304 0.128 0.393 -0.200
H 1.38064 1.52330 -6.01302 -0.260 -0.363 0.290
H 3.84886 -2.96250 -2.21558 0.295 0.584 0.032
O -1.99380 5.24308 -0.45115 -0.019 0.072 0.071
H -0.04231 -11.05966 -1.19890 0.173 -0.051 0.127
H -2.99249 -0.41017 0.25195 -0.102 -0.126 0.032
H -8.19896 -0.74229 -4.75070 0.015 0.137 -0.062
O 8.81235 -7.95148 -4.14230 0.039 0.020 -0.012
C -11.29685 5.14967 4.01277 -0.349 0.076 0.135
H -5.85601 3.80448 5.72965 0.055 -0.069 0.200
C -6.23133 0.88888 -4.16235 0.195 -0.032 0.347
H -5.66562 6.91627 0.71457 0.215 0.065 -0.087
H -6.29015 3.85885 2.20213 -0.111 0.135 -0.002
O 7.21691 -9.26315 -3.22941 0.089 -0.228 0.044
C -3.94560 6.84730 8.98132 0.032 0.207 0.265
H 1.92652 -0.70374 -4.33862 0.057 0.423 0.886
H 3.72400 5.36414 1.62902 0.076 -0.079 0.102
H 10.12886 3.09331 -2.34355 0.065 0.001 0.210
C -8.43218 0.34639 4.69094 -0.131 0.144 -0.421
O -5.11581 1.14512 -3.48339 -0.026 -0.023 0.032
H 9.70191 1.37804 -2.43156 -0.138 -0.016 0.058
H 5.80216 -1.73665 -4.21048 -0.052 0.086 0.453
H -0.21383 4.41765 -1.00847 -0.143 0.190 -0.043
O -0.84657 2.66116 -3.04476 1.893 -2.774 -1.668
H -11.21123 4.76363 5.02819 0.011 -0.117 -0.091
O -8.09796 4.58944 2.80228 0.017 0.049 -0.036
C 0.81906 -0.47961 -6.57236 -2.196 -0.975 0.280
C 9.49990 2.31623 -1.91532 0.000 0.115 -0.319
O -7.09219 0.29655 -3.33135 -0.053 -0.036 0.068
O 2.70768 1.26822 -4.16802 0.184 -1.805 -0.682
H 0.85954 -0.14796 -7.62026 0.301 0.179 0.502
C 6.33382 5.11661 1.72203 0.108 0.337 -0.118
H -8.95252 -0.50900 -3.16627 0.186 0.042 0.113
O -8.28255 -0.13856 6.02777 0.057 -0.094 0.070
H 1.62748 -1.21110 -6.38742 -0.028 0.718 0.004
C 5.58817 -7.19166 -3.10678 -0.492 0.126 0.087
H 7.50261 -1.32892 -2.68725 -0.346 -0.258 0.375
H 5.12243 -6.21024 -3.16396 0.249 0.059 -0.087
H -6.39765 0.07783 9.76737 -0.156 -0.118 -0.121
H -3.59581 6.12194 9.71561 -0.144 -0.037 -0.027
H 9.05100 -0.66729 1.87924 -0.101 0.062 -0.088
H 5.61831 -7.50255 -2.06217 0.040 -0.122 -0.082
C -9.26904 4.25922 3.33982 0.203 0.427 -0.117
O 1.98742 -11.18978 -1.16831 -0.071 -0.011 0.041
O 4.13791 -11.33426 -1.11288 -0.063 -0.095 0.060
C -4.28991 -1.17387 2.41079 -0.031 0.389 0.023
C -3.96567 0.03543 0.45675 0.047 0.207 -0.448
H 9.23924 -9.86647 -4.83023 -0.060 -0.017 0.135
C -0.53927 -1.27992 -6.41681 0.816 0.638 -0.121
H -0.94156 3.67559 0.42442 -0.128 0.000 -0.014
C 3.97840 0.59867 -4.20092 1.316 0.790 0.528
O -5.11673 4.63891 8.13888 -0.153 -0.106 0.239
H 6.62230 -3.92238 -3.77276 0.272 0.030 -0.072
O 6.91178 -7.06682 -3.63543 0.017 0.066 0.011
H 3.53337 -2.10663 -3.72155 0.354 -0.190 0.352
S -0.59797 1.29749 -3.54998 -4.117 0.442 0.752
H -11.79936 6.11353 4.04642 0.199 0.056 -0.091
```
Forces are in eV/Å.

Its SMILES is CC[C@H]1OS(=O)(=O)O[C@@H]1OCCNC[C@@H](C)O.COC(=O)OC.COC(=O)OC.COC(=O)OC.COC(=O)OC.COC(=O)OC.COC(=O)OC.COC(=O)OC.COC(=O)OC.COC(=O)OC.COC(=O)OC. For the HOMO-LUMO gap, the calculation gives 9.5 eV. The value obtained for the relative energy (zero: lowest compared OMol25 entry of this formula, charge and spin) is 0.8975 eV. The calculated total energy is -4694.9979 Ha.